Record 1
45
Properties=species:S:1:pos:R:3:forces:R:3:mulliken_charge:R:1 method="wB97M-V/def2-TZVPD" orbital_gap_ev=8.944 largest_force_ha_per_bohr=0.0131 charge=0 lumo_energy_ev=0.78 homo_energy_ev=-8.161
C 1.2512 5.0201 -1.2376 0.0 0.0 0.0 -1.466
C 1.9167 3.7608 -1.7075 0.2 0.0 0.0 0.452
C 3.2407 3.7489 -2.1085 -0.1 0.1 0.1 -0.838
C 3.8270 2.5695 -2.5412 -0.1 -0.1 0.0 -0.714
C 3.1166 1.3855 -2.5842 -0.1 -0.1 0.0 0.744
C 1.7723 1.3929 -2.1769 0.2 0.1 -0.1 0.959
C 1.1898 2.5740 -1.7431 -0.2 -0.2 0.0 -0.468
H 0.1573 2.5994 -1.4272 -0.1 0.0 0.0 0.380
O 1.1335 0.1861 -2.2690 0.5 0.1 -0.1 -0.461
C -0.1740 0.0520 -1.7792 -0.4 0.0 0.5 -1.034
C -0.2489 0.0294 -0.2481 0.0 0.1 -0.3 -0.061
O 0.1135 -1.2588 0.1885 0.0 0.0 -0.3 -0.386
C 0.3547 -1.3808 1.5719 0.0 0.1 0.4 -0.948
C -0.9024 -1.4036 2.4549 0.3 -0.1 -0.3 -0.315
N -1.5015 -2.7249 2.4818 0.1 0.0 0.1 -0.003
C -2.4698 -2.9263 3.5470 -0.3 0.1 -0.1 -0.842
H -2.0709 -2.5282 4.4818 0.0 0.0 0.0 0.418
C -3.8322 -2.2899 3.2401 0.2 0.0 0.3 -0.444
O -4.3529 -2.7677 2.0181 0.0 -0.1 0.0 -0.417
C -3.4546 -2.5279 0.9530 0.3 -0.1 -0.1 -0.435
C -2.0828 -3.1602 1.2196 -0.3 0.0 -0.1 -0.648
H -1.3956 -2.9231 0.4091 -0.1 -0.1 0.0 0.325
H -2.2027 -4.2463 1.2804 0.0 0.0 -0.1 0.361
H -3.9149 -2.9660 0.0661 0.1 0.1 0.0 0.388
H -3.3499 -1.4423 0.7958 0.0 0.0 0.0 0.247
H -4.5647 -2.5539 4.0048 0.1 0.1 0.0 0.353
H -3.7369 -1.1925 3.2027 0.0 -0.1 0.0 0.294
H -2.6067 -4.0070 3.6548 -0.1 0.0 0.1 0.364
H -0.5942 -1.1701 3.4776 0.0 0.1 0.0 0.469
H -1.5910 -0.6094 2.1242 0.0 0.0 0.1 0.235
H 0.8810 -2.3304 1.6904 0.0 0.1 0.1 0.398
H 1.0099 -0.5618 1.9038 0.0 -0.1 0.0 0.429
H -1.2747 0.2806 0.0626 0.1 0.0 0.0 0.170
H 0.4373 0.7773 0.1762 -0.1 0.0 0.0 0.485
H -0.8298 0.8361 -2.1782 0.1 -0.1 0.0 0.409
H -0.5143 -0.9186 -2.1489 -0.1 0.1 0.0 0.391
C 3.7310 0.1039 -3.0525 -0.1 0.0 0.0 -1.402
H 3.2348 -0.2388 -3.9595 0.0 -0.1 -0.1 0.301
H 4.7911 0.2332 -3.2544 0.1 0.0 0.0 0.375
H 3.5976 -0.6711 -2.2998 0.1 -0.1 0.0 0.275
H 4.8619 2.5724 -2.8521 0.1 0.0 0.0 0.338
H 3.8201 4.6600 -2.0847 0.0 0.1 0.0 0.319
H 0.4066 5.2664 -1.8804 -0.1 0.1 0.0 0.333
H 1.9483 5.8538 -1.2486 0.0 0.1 0.0 0.353
H 0.8725 4.8975 -0.2233 0.0 0.1 0.1 0.318

=====

Record 2
75
Properties=species:S:1:pos:R:3:forces:R:3:mulliken_charge:R:1 method="wB97M-V/def2-TZVPD" orbital_gap_ev="8.829 / 7.874" multiplicity=2 largest_force_ha_per_bohr=0.0033 charge=+3 lumo_energy_ev="-9.72 / -10.91" homo_energy_ev="-18.546 / -18.781"
Re 0.7505 -0.2575 -0.2498 -0.1 -0.1 0.1 2.619
N 2.4980 0.0287 1.1142 0.0 0.1 0.0 -0.855
C 3.7359 0.6184 0.4914 0.0 -0.1 0.0 -0.823
C 3.3351 1.2405 -0.8193 0.0 0.0 0.0 -0.765
N 2.4767 0.2579 -1.5509 0.0 0.0 0.0 -0.886
C 1.9533 0.8921 -2.8022 0.0 0.0 0.0 -0.856
C 0.8786 0.0085 -3.3786 0.0 -0.1 0.0 -0.606
N -0.0911 -0.3095 -2.2784 0.0 0.1 -0.1 -0.750
C 3.2931 -0.9663 -1.9173 0.0 0.0 0.0 -0.613
C 3.0438 -2.1483 -0.9976 0.0 0.0 0.0 -0.901
N 1.5816 -2.2419 -0.7261 0.0 0.0 0.0 -0.677
H 2.7512 -0.8035 1.6424 0.0 0.0 0.0 0.203
H 2.1867 0.6812 1.8268 0.0 0.0 0.0 0.379
H 4.1808 1.3511 1.1623 0.0 0.0 0.0 0.598
H 4.4722 -0.1703 0.3532 0.0 0.0 0.0 0.383
H 2.7494 2.1456 -0.6595 0.0 0.0 0.0 0.321
H 4.2057 1.5023 -1.4248 0.0 0.0 0.0 0.563
H 1.5477 1.8685 -2.5321 0.0 0.0 0.0 0.431
H 2.7670 1.0509 -3.5139 0.0 0.0 0.0 0.468
H 0.3618 0.5006 -4.2022 0.0 0.0 0.0 0.563
H 1.2740 -0.9266 -3.7691 0.0 0.0 0.0 0.461
H -0.8087 0.4123 -2.3011 0.0 0.0 0.0 -0.312
H -0.6002 -1.1576 -2.5223 0.0 0.0 0.0 0.350
H 3.0426 -1.2476 -2.9368 0.0 0.0 0.0 0.520
H 4.3514 -0.7032 -1.9290 0.0 0.0 0.0 0.433
H 3.4175 -3.0610 -1.4627 0.0 0.0 0.0 0.596
H 3.5536 -2.0535 -0.0420 0.0 0.0 0.0 0.313
H 1.1209 -2.6796 -1.5229 0.0 0.0 0.0 0.355
H 1.4249 -2.8797 0.0537 0.0 0.0 0.0 0.104
C -0.2237 0.6732 1.4820 0.2 0.1 0.1 -1.057
C -1.0525 1.0795 0.3908 -0.1 0.0 -0.1 0.275
C -1.7132 -0.1366 -0.0757 0.0 0.0 0.0 0.655
C -1.1076 -1.2191 0.6305 0.1 0.0 0.1 -0.908
C -0.2614 -0.7495 1.6765 -0.1 -0.1 0.0 0.390
C 0.1256 -1.5606 2.9118 0.0 0.0 0.0 1.597
C 0.8752 -2.8447 2.5466 0.0 0.0 0.0 -1.607
C -1.2143 -1.9422 3.5737 0.0 0.0 0.0 -1.546
C 0.9268 -0.7333 3.9216 0.0 0.0 0.0 -1.584
C -2.9708 -0.3985 -0.9217 0.0 0.0 0.0 1.816
C -3.2757 -1.9030 -0.9829 0.0 0.0 0.0 -1.921
C -4.0814 0.2659 -0.0688 0.0 0.0 0.0 -1.574
C -3.0652 0.1149 -2.3722 0.0 0.0 0.0 -1.832
C -1.2337 2.5851 0.1435 0.0 0.0 0.0 1.122
C -1.8633 2.9684 -1.1930 0.0 0.0 0.0 -1.884
C -2.1051 3.1205 1.2961 0.0 0.0 0.0 -1.508
C 0.1373 3.2788 0.1989 0.0 0.0 0.0 -1.392
H 0.2774 1.3717 2.1347 0.0 0.0 0.0 1.014
H -1.3587 -2.2568 0.4801 0.0 0.0 0.0 1.006
H 0.3055 -3.4644 1.8471 0.0 0.0 0.0 0.272
H 1.0297 -3.4506 3.4388 0.0 0.0 0.0 0.570
H 1.8726 -2.6463 2.1356 0.0 0.0 0.0 0.214
H -1.8129 -2.5923 2.9337 0.0 0.0 0.0 0.359
H -1.8017 -1.0554 3.8176 0.0 0.0 0.0 0.397
H -1.0199 -2.4778 4.5025 0.0 0.0 0.0 0.481
H 1.9345 -0.4734 3.5897 0.0 0.0 0.0 0.286
H 1.0544 -1.3151 4.8339 0.0 0.0 0.0 0.472
H 0.4031 0.1816 4.2032 0.0 0.0 0.0 0.381
H -3.4682 -2.3333 0.0005 0.0 0.0 0.0 0.368
H -2.4810 -2.4760 -1.4731 0.0 0.0 0.0 0.358
H -4.1770 -2.0484 -1.5765 0.0 0.0 0.0 0.474
H -4.0255 -0.0364 0.9788 0.0 0.0 0.0 0.358
H -5.0465 -0.0615 -0.4561 0.0 0.0 0.0 0.542
H -4.0478 1.3511 -0.1241 0.0 0.0 0.0 0.290
H -2.6237 -0.5848 -3.0849 0.0 0.0 0.0 0.443
H -2.6666 1.1100 -2.5486 0.0 0.0 0.0 0.244
H -4.1220 0.1668 -2.6332 0.0 0.0 0.0 0.510
H -2.8933 2.6373 -1.2907 0.0 0.0 0.0 0.289
H -1.2786 2.6080 -2.0463 0.0 0.0 0.0 0.298
H -1.8747 4.0556 -1.2690 0.0 0.0 0.0 0.617
H -3.0928 2.6625 1.3099 0.0 0.0 0.0 0.341
H -2.2375 4.1957 1.1738 0.0 0.0 0.0 0.475
H -1.6370 2.9521 2.2673 0.0 0.0 0.0 0.332
H 0.7741 2.9266 -0.6201 0.0 0.0 0.0 0.121
H 0.6598 3.1505 1.1475 0.0 0.0 0.0 0.228
H 0.0033 4.3515 0.0648 0.0 0.0 0.0 0.600

=====

Record 3
15
Properties=species:S:1:pos:R:3:forces:R:3:mulliken_charge:R:1 method="wB97M-V/def2-TZVPD" orbital_gap_ev=9.833 largest_force_ha_per_bohr=0.0106 charge=0 lumo_energy_ev=0.95 homo_energy_ev=-8.878
C -1.4838 -0.8725 0.2223 -0.1 -0.1 0.0 -1.013
N -0.3293 -0.0010 0.2549 0.0 0.0 0.0 0.042
C -0.6048 1.3725 -0.1118 0.0 0.2 0.0 -0.976
C 0.8569 -0.5106 -0.3944 0.1 -0.1 0.0 -0.518
C 2.0870 -0.1482 0.4208 0.4 0.0 -0.2 -0.010
O 3.2068 -0.0671 -0.0200 -0.5 0.0 0.2 -0.486
H -1.9304 -1.0115 -0.7786 0.1 0.1 0.1 0.333
H -2.2537 -0.4660 0.8871 0.1 -0.1 -0.1 0.318
H -1.1969 -1.8552 0.6106 -0.1 0.1 -0.1 0.348
H -1.5086 1.7203 0.3985 0.2 -0.1 0.0 0.334
H 0.2272 2.0138 0.2035 -0.1 -0.1 -0.1 0.277
H -0.7456 1.5179 -1.1997 0.0 -0.1 0.1 0.340
H 0.9972 -0.1667 -1.4349 -0.1 0.0 0.2 0.281
H 0.8179 -1.6076 -0.4281 0.0 0.1 0.1 0.379
H 1.8531 0.0222 1.4952 0.1 0.0 -0.1 0.352

=====

Record 4
13
Properties=species:S:1:pos:R:3:forces:R:3:mulliken_charge:R:1 method="wB97M-V/def2-TZVPD" orbital_gap_ev=9.991 largest_force_ha_per_bohr=0.0606 charge=0 lumo_energy_ev=0.73 homo_energy_ev=-9.258
C -0.1473 0.2464 0.1053 0.8 2.9 -0.7 -0.355
C -1.3078 -0.6194 0.4667 -0.9 -1.1 0.1 -0.716
S -2.9408 0.1424 0.0619 0.4 -0.7 -1.9 -0.225
C 1.2126 -0.3080 -0.1100 2.2 -0.4 1.7 0.464
N 2.2167 0.6356 -0.4396 0.9 -2.1 -0.3 -0.408
O 1.4932 -1.4484 0.2054 0.0 0.0 -0.8 -0.584
H -0.2439 0.9125 -0.7989 -0.8 -0.6 0.8 0.348
H -0.0011 0.9588 0.9712 -0.1 -0.4 -1.0 0.216
H -1.2700 -1.6925 0.2152 0.2 0.6 -0.7 0.386
H -1.3359 -0.7180 1.5434 -0.2 0.3 0.4 0.305
H -2.9840 -0.0937 -1.3674 0.3 0.3 2.2 0.135
H 3.2394 0.3814 -0.4941 -2.1 -0.1 0.3 0.244
H 2.0689 1.6029 -0.3590 -0.6 1.1 0.0 0.190